7
Properties=species:S:1:pos:R:3:forces:R:3 method="wB97M-V/def2-TZVPD" mol_weight_g_mol=156.95 fmax_ev_per_a=4.494 e_tot_ha=-392.89710 smiles="C=N.I" orbital_gap_ev=10.542 homo_ev=-9.57
C -1.240900 -0.041164 0.225720 4.176 -1.506 -0.698
N -0.285932 0.756632 -0.060499 -2.220 1.672 -0.089
I 3.260849 -0.357614 -0.064661 1.090 0.614 0.503
H -2.238286 0.126117 0.444700 -1.961 0.691 0.286
H 2.061156 -1.137087 -0.655488 -1.038 -0.594 -0.491
H -0.828488 -1.058121 0.228165 -0.966 -0.258 0.355
H -0.728400 1.711239 -0.117935 0.919 -0.618 0.134

***

65
Properties=species:S:1:pos:R:3:forces:R:3 method="wB97M-V/def2-TZVPD" total_charge=+3 mol_weight_g_mol=583.30 fmax_ev_per_a=4.313 e_tot_ha=-2927.47637 orbital_gap_ev=2.789 homo_ev=-11.24
Na -1.904168 2.019426 7.174282 0.229 -0.236 -0.436
Na 0.181932 -5.990434 0.983682 -0.314 0.478 -0.040
Na -0.859268 1.634566 -0.153968 -0.186 -0.382 -0.074
Na -3.073138 -7.313684 5.655022 -0.303 0.058 -0.274
Na 4.123842 -3.026754 3.944572 -0.385 0.474 -0.077
Na -5.666008 -2.049794 4.408682 0.336 -0.225 -0.633
Na 0.249422 -4.479064 7.943942 -0.049 0.369 -0.341
O -5.812438 -6.871064 0.043572 0.100 0.242 -1.536
C -6.261608 -5.955464 0.944672 -0.431 4.262 -0.499
O -6.334288 -6.422314 2.066272 -0.141 -1.432 3.581
O -6.510508 -4.729594 0.663942 0.830 -2.217 -0.743
H -5.851548 -7.631304 0.628462 0.149 -0.569 -0.209
P -0.740658 -1.633704 3.757482 0.257 1.458 0.596
O -1.737988 -0.483384 3.576582 -0.382 0.860 -0.577
O -1.546198 -2.906754 3.991332 -0.806 -2.411 0.848
O 0.126582 -1.258204 5.000352 0.515 -0.618 0.597
O 0.208302 -1.922004 2.578272 0.490 -0.106 -0.528
C 0.191822 -2.507454 -3.464978 -0.368 0.950 -0.943
O -0.954488 -1.633584 -3.420298 0.846 -0.564 0.885
C -2.201848 -2.323324 -3.494578 1.129 0.262 -0.838
C -3.311088 -1.363184 -3.786358 -0.595 0.250 -0.214
N -3.586538 -0.554264 -2.630588 0.841 -0.619 2.303
C -4.603248 0.391046 -2.855518 -0.711 1.673 -1.763
C -4.965578 1.309726 -1.769248 0.195 -0.739 2.417
O -3.855578 2.213186 -1.568618 -0.240 -0.879 -0.331
C -3.894598 2.839866 -0.330508 -0.755 0.057 0.294
H 1.042462 -1.917034 -3.805468 -0.093 0.266 0.095
H 0.050862 -3.248504 -4.251788 -0.106 -0.361 0.140
H 0.511292 -2.970794 -2.531518 -0.549 -0.093 0.348
H -2.491948 -2.847784 -2.584148 0.353 -0.144 0.398
H -2.039898 -3.060814 -4.280708 -0.668 -0.213 -0.184
H -4.197498 -1.982184 -3.924958 -0.214 -0.178 -0.869
H -3.197948 -0.636954 -4.591268 0.452 -0.646 -0.507
H -3.988978 -1.225454 -1.992128 0.191 -0.057 0.793
H -5.521928 -0.090264 -3.190898 -0.260 0.204 -0.651
H -4.187368 1.147356 -3.521208 -0.339 -0.475 -1.293
H -5.192308 0.684816 -0.905428 0.991 -0.210 1.059
H -5.974968 1.721046 -1.775238 0.215 1.130 -1.242
H -2.981908 3.391176 -0.104318 0.146 0.335 -0.473
H -4.005798 2.115306 0.476182 -0.264 -0.194 0.243
H -4.750378 3.514586 -0.352298 0.073 0.363 0.634
C 2.089752 4.244506 -2.580438 0.326 -1.697 -0.530
O 2.680142 3.363416 -1.605048 -1.442 0.445 0.611
C 4.059922 3.231296 -1.672258 0.547 0.078 -2.364
C 4.649512 2.095086 -0.930648 -0.541 -1.331 0.408
N 4.431382 2.152296 0.451232 0.461 1.000 0.947
C 5.372562 3.029536 1.137102 -1.525 -0.507 0.626
C 5.362552 2.660286 2.575442 1.838 0.750 1.779
O 6.043672 1.435826 2.772302 -0.553 -0.908 -0.371
C 7.371152 1.516546 3.252062 -0.880 -0.832 0.942
H 2.179092 3.800316 -3.571808 0.528 -0.175 -0.301
H 2.539722 5.232846 -2.674268 -0.294 0.158 0.668
H 1.010732 4.155306 -2.454538 0.050 0.848 0.582
H 4.562182 4.180236 -1.484258 0.113 0.127 0.193
H 4.293712 2.903406 -2.685138 0.261 0.647 -0.733
H 5.716732 2.041846 -1.145818 0.297 0.227 -0.282
H 4.264772 1.125096 -1.245608 -0.318 0.099 -0.623
H 3.947372 1.384056 0.893542 0.756 0.345 0.251
H 5.127352 4.085746 1.025762 -0.394 0.159 -0.072
H 6.403732 2.971526 0.788652 0.167 -0.521 -0.321
H 4.426472 2.659446 3.133882 -0.498 -0.349 -0.660
H 5.948242 3.375986 3.152362 0.038 0.626 -0.106
H 8.051612 2.131636 2.663212 -0.030 -0.141 -0.083
H 7.646272 0.466566 3.351802 0.678 0.080 -0.603
H 7.336522 1.810226 4.301182 0.238 0.750 0.088

***

14
Properties=species:S:1:pos:R:3:forces:R:3 method="wB97M-V/def2-TZVPD" spin_multiplicity=8 total_charge=+2 mol_weight_g_mol=287.01 fmax_ev_per_a=4.676 e_tot_ha=-1317.22986 orbital_gap_ev="6.311 / 4.984" homo_ev="-15.26 / -15.05"
C 0.483339 1.136509 -1.832069 0.778 2.037 -3.758
C 0.563972 1.839103 -2.854143 -0.623 -1.311 2.639
H 0.539544 2.506169 -3.703947 0.229 -0.408 0.228
H 2.197934 0.051293 -1.003214 -0.460 -0.254 0.679
O 0.137912 0.309461 -0.001168 0.035 -1.528 2.487
C 0.940850 -0.731179 0.222517 -1.774 4.091 -1.407
O 0.568607 -1.699859 0.880032 0.296 -3.489 1.778
O 2.114895 -0.660356 -0.297876 0.974 -0.436 -0.826
Tb 1.280825 -4.000872 1.578103 -0.304 1.681 -0.589
C -2.140484 0.650550 1.462686 0.100 -2.412 -1.430
C -0.893052 0.923017 1.459880 0.830 -0.749 0.274
O -2.973782 -0.196067 0.923598 -0.331 1.723 0.381
H -0.165447 0.984317 2.259595 0.031 0.863 -0.539
H -2.655109 -1.112092 0.906012 0.219 0.192 0.083

***

86
Properties=species:S:1:pos:R:3:forces:R:3 method="wB97M-V/def2-TZVPD" mol_weight_g_mol=736.86 fmax_ev_per_a=3.624 e_tot_ha=-6275.85382 orbital_gap_ev=8.626 homo_ev=-8.52
C 3.041984 1.743281 -0.305749 -0.738 0.276 0.688
C 3.113311 2.941282 -0.274129 0.521 0.223 -0.806
C 3.303527 4.397834 -0.456522 0.382 -0.746 0.636
C 4.753880 4.762578 -0.847463 -0.140 0.367 -0.942
C 5.173489 4.231689 -2.257624 -0.510 0.309 2.350
N 5.718363 2.903551 -2.120853 0.466 0.901 -0.977
C 6.660096 2.630556 -3.217908 0.478 -1.107 -0.225
C 7.200718 1.196774 -3.028659 -0.688 0.423 0.179
C 6.017305 0.213076 -2.897504 0.780 -0.072 0.255
S 3.677187 4.228246 -3.320268 1.146 -1.283 -3.190
O 3.260690 2.873505 -3.493222 -0.884 -0.151 1.424
O 4.069112 4.787845 -4.577625 0.039 1.437 0.235
O 2.546998 5.215888 -2.736218 1.311 -0.633 0.602
C 2.225962 5.075261 -1.331924 -1.508 0.880 1.127
C 0.812798 4.457184 -1.221924 0.485 -0.463 -1.117
C 0.542932 3.258251 -2.143001 -1.440 -0.175 0.121
C -0.885942 2.729282 -1.799573 1.917 -0.348 0.304
C -1.109235 1.275836 -2.209561 -0.675 0.575 0.290
O -2.149564 0.752909 -1.950452 -0.290 -0.404 -0.128
O -0.096624 0.576650 -2.838829 -0.170 0.774 -0.038
C 2.108705 6.557256 -0.798085 1.842 -0.768 0.845
C 1.158672 6.705882 0.387101 -0.396 0.366 -1.228
O 0.047785 7.051741 0.205007 -0.641 0.196 0.350
Br 1.724716 6.390253 2.229574 0.359 -0.114 -0.242
H 2.671359 0.756352 -0.162930 0.391 -0.255 -0.184
H 3.168882 4.804963 0.552599 -0.144 0.139 -0.183
H 5.458704 4.422174 -0.085637 -0.137 -0.151 -0.086
H 4.870404 5.851900 -0.892557 -0.219 -0.106 0.172
H 5.886163 4.938264 -2.698839 -0.377 0.019 -0.366
H 6.271841 2.913749 -1.269547 -0.222 -0.196 0.132
H 7.493138 3.352413 -3.250580 -0.157 0.016 0.072
H 6.159832 2.680120 -4.190537 -0.235 0.111 0.241
H 7.798183 1.189586 -2.106545 -0.015 -0.163 -0.116
H 7.869817 0.905273 -3.842090 -0.106 0.180 -0.022
H 5.241996 0.398846 -3.643533 0.134 -0.056 -0.021
H 6.412940 -0.803630 -2.985036 -0.304 0.015 -0.071
H 5.563335 0.318401 -1.910744 -0.080 -0.039 -0.145
H 0.596591 4.160916 -0.189407 0.155 0.228 -0.024
H 0.114024 5.242200 -1.531105 -0.025 -0.066 0.303
H 1.234359 2.429894 -2.026319 0.154 0.292 -0.022
H 0.505228 3.542600 -3.198052 0.468 0.115 0.135
H -1.676911 3.380416 -2.171704 -0.081 -0.264 -0.071
H -0.943829 2.724789 -0.703458 -0.378 -0.084 -0.126
H -0.379642 0.518847 -3.760844 0.195 -0.390 -0.081
H 3.111627 6.799807 -0.422869 -0.185 0.328 -0.237
H 1.865209 7.248551 -1.602107 -0.458 -0.098 0.167
C -5.044676 -3.022971 1.327434 -0.019 -0.021 0.014
S -4.169654 -3.201304 -0.229097 -0.108 0.221 -0.003
O -3.014270 -4.115010 0.023474 0.026 0.039 0.157
C -3.524426 -1.526056 -0.286473 0.103 -0.015 0.053
H -5.497291 -3.979832 1.577320 -0.061 0.043 0.008
H -4.345130 -2.733526 2.112894 0.046 0.012 -0.051
H -5.825712 -2.269699 1.223951 -0.003 -0.017 -0.059
H -2.924479 -1.331509 0.603819 -0.030 -0.083 0.033
H -4.352575 -0.820096 -0.346039 -0.017 -0.032 -0.045
H -2.903265 -1.426961 -1.172532 -0.059 -0.027 -0.029
C -1.783878 -4.581964 -2.853104 0.073 -0.189 -0.146
S -2.187285 -2.999234 -3.601930 0.010 -0.109 0.106
O -3.190142 -3.254556 -4.669320 0.075 -0.001 -0.047
C -0.592780 -2.773878 -4.408513 0.119 0.004 -0.036
H -2.659975 -4.940674 -2.319968 0.013 0.098 0.066
H -1.507877 -5.294498 -3.632201 -0.013 0.094 -0.081
H -0.963006 -4.451168 -2.148754 -0.075 0.042 0.068
H -0.397492 -3.610883 -5.079155 -0.076 -0.009 0.002
H 0.189341 -2.703088 -3.652333 -0.035 0.028 0.026
H -0.628158 -1.849050 -4.981926 -0.065 -0.013 0.000
C -3.550717 -5.538950 3.515259 -0.006 0.148 0.018
S -5.147480 -6.325041 3.290391 0.144 -0.185 -0.098
O -6.189434 -5.267055 3.455355 0.079 0.063 0.194
C -5.102382 -7.273364 4.818422 -0.076 -0.002 0.125
H -3.378772 -4.858709 2.682567 -0.022 -0.126 -0.099
H -3.548747 -4.980347 4.450805 0.070 -0.044 0.010
H -2.767964 -6.297129 3.525988 -0.035 -0.028 -0.012
H -4.992007 -6.599329 5.669043 0.019 0.040 -0.042
H -4.270261 -7.976271 4.782847 0.005 0.018 -0.043
H -6.038336 -7.822196 4.906498 -0.009 0.028 -0.067
C -3.587648 -3.044298 8.664219 0.035 0.083 0.078
S -3.867021 -4.049855 7.199399 -0.166 0.029 0.096
O -2.647198 -3.948065 6.353622 -0.006 0.080 0.010
C -5.116670 -2.982528 6.468904 -0.034 0.078 -0.114
H -2.802898 -3.513031 9.254768 -0.005 -0.052 -0.057
H -3.274822 -2.042762 8.368666 0.006 -0.030 -0.071
H -4.505346 -2.996746 9.250674 -0.008 -0.039 -0.022
H -4.704229 -1.984644 6.316157 0.073 -0.032 0.033
H -5.984518 -2.937614 7.127137 0.009 -0.049 0.006
H -5.410963 -3.409118 5.508996 0.007 -0.085 0.039

***

39
Properties=species:S:1:pos:R:3:forces:R:3 method="wB97M-V/def2-TZVPD" spin_multiplicity=4 total_charge=-2 mol_weight_g_mol=336.21 fmax_ev_per_a=17.551 e_tot_ha=-2393.85683 orbital_gap_ev="2.676 / 6.125" homo_ev="2.81 / -0.62"
Co -1.449757 0.486923 -0.640916 0.225 -9.815 -9.393
C -2.266841 -0.701065 -1.927738 -5.020 3.825 2.993
O -3.070025 -0.621716 -0.990462 -9.936 -10.539 3.099
O -2.277539 0.528860 -2.189884 -0.152 6.311 -12.467
O -1.150956 -0.896851 -1.493685 10.774 -11.910 -3.207
C -2.422174 2.186480 -0.481840 -11.292 1.843 -5.390
O -1.383528 2.079736 -1.040813 6.773 12.566 -4.221
O -2.626471 1.133767 0.130935 -10.899 0.586 13.744
O -3.454221 2.360809 -1.198608 -2.224 6.059 0.335
C 2.317672 1.203234 0.229738 -0.734 -0.179 -0.339
C 1.072347 0.665371 -0.612968 1.310 0.130 -0.011
C 1.531232 -0.646456 -1.349407 0.203 0.146 1.165
C 1.701801 -1.827674 -0.332565 -1.151 0.609 -1.541
C 0.380205 -2.043508 0.458931 1.806 -0.535 0.130
C -0.176264 -0.828637 1.223705 2.688 -0.371 -0.345
N -0.163321 0.327648 0.250248 8.800 -0.530 6.334
O -0.725571 1.443579 0.849125 6.139 1.935 7.308
C -1.543508 -1.185029 1.586069 -2.784 0.009 0.942
C 0.658411 -0.522304 2.501771 0.596 -0.729 -0.511
C 0.622362 1.672427 -1.722423 2.698 0.120 0.359
H 3.162958 1.374215 -0.436863 -0.151 -0.035 -0.344
H 2.710277 0.524433 0.986836 -0.293 -0.253 -0.007
H 2.179238 2.157101 0.738731 -0.476 0.085 -0.024
H 0.843526 -0.859780 -2.167740 0.061 -0.160 0.398
H 2.494687 -0.410877 -1.801456 0.150 0.091 0.039
H 2.643980 -1.698673 0.200135 -0.353 0.091 0.617
H 1.816440 -2.741157 -0.916088 0.215 -0.145 -0.114
H 0.607579 -2.862377 1.141468 -0.169 0.143 0.665
H -0.358907 -2.472233 -0.217837 0.033 0.502 0.027
H -1.652268 -2.033227 2.261967 0.818 -0.251 0.110
H -2.045728 -0.383311 2.127474 -0.058 0.256 -0.159
H -2.179215 -1.441257 0.738521 0.098 0.219 -0.129
H 1.708559 -0.792221 2.390262 0.048 -0.551 -0.175
H 0.814795 0.501938 2.840246 -0.874 0.254 0.008
H 0.215026 -1.157019 3.269009 0.240 0.323 0.322
H 0.149517 2.589187 -1.370175 1.199 -0.303 0.026
H -0.138024 1.204049 -2.347348 0.748 0.127 -0.609
H 1.543377 1.992154 -2.209866 0.310 -0.538 -0.589
H -0.089671 1.693460 1.523509 0.633 0.614 0.954

***

12
Properties=species:S:1:pos:R:3:forces:R:3 method="wB97M-V/def2-TZVPD" total_charge=-1 mol_weight_g_mol=114.08 fmax_ev_per_a=2.778 e_tot_ha=-431.42170 smiles="O=NN1CCN=C1[O-]" orbital_gap_ev=7.787 homo_ev=-3.62
C 0.950448 0.929907 0.129012 0.156 1.344 -1.666
C -1.231208 0.657842 -0.236531 1.294 1.066 -0.889
C -0.682117 -0.603013 0.332578 -0.810 -2.375 0.325
N -0.099181 1.593117 -0.276448 -1.522 -0.548 0.335
N 0.717261 -0.534409 0.010770 -1.223 1.161 0.958
N 1.419481 -1.526860 -0.349564 0.478 -1.694 -0.371
O 2.594587 -1.347624 -0.663584 -0.061 0.281 0.048
O 2.008208 1.388714 0.451031 2.590 0.155 0.993
H -1.904165 0.978151 0.495867 -1.761 0.943 0.693
H -1.713478 0.555380 -1.223598 -0.010 -0.164 0.243
H -0.822411 -0.651447 1.449833 0.197 0.096 -0.937
H -1.237423 -1.439754 -0.119367 0.671 -0.264 0.268